The following is a DFT calculation (ωB97M-V/def2-TZVPD) of C4H9NO2S as an isolated structure.

Positions of all 17 atoms, in Å:
1 C -1.8262 0.7449 0.3811
2 C -0.8779 -0.0504 -0.0029
3 C 0.2289 -2.2121 0.4681
4 C -0.6285 -1.3990 -0.5033
5 N 0.8088 2.6203 -0.0742
6 O 2.1251 0.6117 0.7849
7 O 1.6268 0.7647 -1.6490
8 S 1.2204 0.9746 -0.2805
9 H -1.6457 1.7760 0.6295
10 H -2.8484 0.3991 0.4787
11 H 1.1226 -1.6534 0.7336
12 H -0.3226 -2.4314 1.3789
13 H 0.5279 -3.1512 0.0084
14 H -1.5752 -1.9156 -0.7029
15 H -0.0892 -1.3000 -1.4518
16 H 1.2662 3.0555 0.7160
17 H 0.8872 3.1665 -0.9147

Gap between HOMO and LUMO   9.80 eV
Energy   -20711.8778 eV
HOMO energy   -9.57 eV
Spin multiplicity   1
Energy relative to the best compared isomer or geometry (same formula, charge and spin)   304.42 kJ/mol

Table of Löwdin atomic charges, one value per atom, all in e:
1 C 0.016
2 C -0.171
3 C -0.089
4 C -0.275
5 N -0.103
6 O -0.361
7 O -0.351
8 S 0.659
9 H 0.051
10 H 0.076
11 H 0.052
12 H 0.079
13 H 0.076
14 H 0.123
15 H 0.109
16 H 0.057
17 H 0.053


The following is a DFT calculation (ωB97M-V/def2-TZVPD) of C4H9NO2S in the gas phase.

Positions of all 17 atoms, in Å:
1 C -0.2237 0.0392 -0.2663
2 C -0.0060 1.3987 -0.8823
3 C 2.1265 -0.7073 0.2572
4 C 0.7962 -0.2482 0.9058
5 N -1.1714 -0.6674 -0.7283
6 O -3.8792 -0.7253 -0.0882
7 O -2.5025 0.5942 1.3852
8 S -2.8216 0.2560 0.0291
9 H 0.9609 1.3143 -1.2385
10 H -0.1452 2.0395 -0.0588
11 H -0.6346 1.5023 -1.7624
12 H 2.8513 0.0672 0.2601
13 H 2.0421 -1.1110 -0.8290
14 H 2.5164 -1.7131 0.7091
15 H 0.8892 0.6836 1.4127
16 H 0.4458 -1.1253 1.3720
17 H -1.2441 -1.5975 -0.4775

Gap between HOMO and LUMO   9.08 eV
Energy   -20711.9327 eV
HOMO energy   -9.30 eV
Spin multiplicity   1
Energy relative to the best compared isomer or geometry (same formula, charge and spin)   299.13 kJ/mol

Table of Löwdin atomic charges, one value per atom, all in e:
1 C -0.407
2 C -0.013
3 C -0.107
4 C -0.140
5 N -0.009
6 O -0.426
7 O -0.422
8 S 0.763
9 H 0.064
10 H 0.082
11 H 0.096
12 H 0.047
13 H 0.104
14 H 0.104
15 H 0.106
16 H 0.092
17 H 0.066


The following is a DFT calculation (ωB97M-V/def2-TZVPD) of C4H9NO2S as an isolated structure.

Positions of all 17 atoms, in Å:
1 C -1.0036 1.2332 0.2490
2 C -1.1489 -0.1052 0.8367
3 C -2.3595 -0.9596 0.5691
4 C 2.3959 0.0491 -1.5292
5 N -0.3907 0.0870 -0.2984
6 O 1.8393 -1.4242 0.8527
7 O 2.1701 0.9216 1.1955
8 S 1.7816 -0.1008 0.2685
9 H -1.6101 1.6470 -0.5378
10 H -0.4028 1.9596 0.7565
11 H -0.7971 -0.2035 1.7939
12 H -2.1301 -1.8769 1.0295
13 H -2.4558 -1.1194 -0.5042
14 H -3.2735 -0.4464 1.0896
15 H 3.4048 0.4745 -1.7058
16 H 2.3128 -0.8811 -2.1357
17 H 1.6676 0.7450 -1.9297

Gap between HOMO and LUMO   9.10 eV
Energy   -20710.1632 eV
HOMO energy   -9.23 eV
Spin multiplicity   1
Energy relative to the best compared isomer or geometry (same formula, charge and spin)   469.85 kJ/mol

Table of Löwdin atomic charges, one value per atom, all in e:
1 C -0.158
2 C -0.437
3 C -0.042
4 C -0.127
5 N -0.031
6 O -0.353
7 O -0.335
8 S 0.740
9 H 0.108
10 H 0.099
11 H 0.117
12 H 0.051
13 H 0.080
14 H 0.119
15 H 0.064
16 H 0.072
17 H 0.034


The following is a DFT calculation (ωB97M-V/def2-TZVPD) of C4H9NO2S in the gas phase.

Positions of all 17 atoms, in Å:
1 C -1.5289 1.0072 -0.0512
2 C 1.0531 -1.4232 0.1903
3 C 0.7986 1.1847 -0.9368
4 C 0.5005 -0.3330 0.9380
5 N -0.0354 0.7866 0.1453
6 O -2.2940 0.7087 1.0473
7 O -1.8372 -1.6216 0.1165
8 S -2.5570 -0.4209 -0.2274
9 H -1.6028 2.0353 -0.3709
10 H 0.3866 -1.6287 -0.6760
11 H 2.1069 -1.1638 -0.2185
12 H 1.1152 -2.3325 0.7858
13 H 1.7355 1.2600 -0.6549
14 H 0.8150 0.3323 -1.6712
15 H 0.3491 2.1205 -1.4823
16 H -0.2549 -0.7134 1.4766
17 H 1.2497 0.2018 1.5895

Gap between HOMO and LUMO (spin up / spin down)   5.63 / 7.10 eV
Energy   -20707.3705 eV
HOMO energy (spin up / spin down)   -4.92 / -9.64 eV
Spin multiplicity   3
Energy relative to the best compared isomer or geometry (same formula, charge and spin)   219.61 kJ/mol

Table of Löwdin atomic charges, one value per atom, all in e:
1 C -0.494
2 C -0.114
3 C -0.058
4 C -0.259
5 N -0.072
6 O -0.284
7 O -0.506
8 S 0.861
9 H 0.118
10 H 0.088
11 H 0.113
12 H 0.093
13 H 0.034
14 H 0.116
15 H 0.142
16 H 0.061
17 H 0.160


The following is a DFT calculation (ωB97M-V/def2-TZVPD) of C4H9NO3 as an isolated structure.

Positions of all 17 atoms, in Å:
1 C -1.8612 -0.5894 -0.2136
2 C -0.3477 -0.8097 -0.1637
3 C 2.3212 1.3620 0.2945
4 N 0.3296 0.2299 0.6194
5 C 1.9468 0.0336 0.6361
6 O -2.1851 0.6427 -0.8381
7 O -2.4992 -1.6113 -0.9161
8 O 2.4099 -1.0663 0.6623
9 H -1.5597 1.3185 -0.5494
10 H -2.3260 -1.4779 -1.8577
11 H -0.0542 0.3042 1.5610
12 H -2.2788 -0.6287 0.8013
13 H 0.0496 -0.7729 -1.1819
14 H -0.1309 -1.7967 0.2499
15 H 0.8764 1.2106 -0.0267
16 H 1.9812 2.1244 0.9954
17 H 3.3281 1.5271 -0.0729

Gap between HOMO and LUMO   9.40 eV
Energy   -11923.6271 eV
HOMO energy   -8.88 eV
Spin multiplicity   1
Energy relative to the best compared isomer or geometry (same formula, charge and spin)   377.68 kJ/mol

Table of Löwdin atomic charges, one value per atom, all in e:
1 C -0.465
2 C -0.136
3 C -0.048
4 N -0.032
5 C -0.491
6 O 0.008
7 O 0.019
8 O 0.097
9 H 0.086
10 H 0.108
11 H 0.144
12 H 0.152
13 H 0.143
14 H 0.134
15 H 0.160
16 H 0.062
17 H 0.059


The following is a DFT calculation (ωB97M-V/def2-TZVPD) of C4H9NO3 in the gas phase.

Positions of all 17 atoms, in Å:
1 C 0.6979 -0.7468 -0.3755
2 C -1.3351 0.0490 -1.3612
3 C -0.9558 0.2221 1.1484
4 N -0.7432 -0.6401 -0.2566
5 C 1.2308 0.6247 0.0692
6 O 1.2302 -1.7663 0.4005
7 O 2.3464 0.5021 0.8182
8 O 0.9104 1.6804 -0.4676
9 H 0.6510 -2.1770 1.0525
10 H 2.7317 1.3784 0.9751
11 H 0.9829 -0.8927 -1.4329
12 H -0.9009 1.0775 -1.4251
13 H -2.4174 0.0601 -1.2472
14 H -1.0416 -0.4297 -2.2987
15 H -2.0396 0.1495 1.2203
16 H -0.8270 1.3034 1.2502
17 H -0.5208 -0.3947 1.9305

Gap between HOMO and LUMO   9.85 eV
Energy   -11925.0206 eV
SMILES   CN(C)[C@H](O)C(=O)O
HOMO energy   -9.10 eV
Spin multiplicity   1
Energy relative to the best compared isomer or geometry (same formula, charge and spin)   243.23 kJ/mol

Table of Löwdin atomic charges, one value per atom, all in e:
1 C -0.364
2 C -0.123
3 C -0.006
4 N -0.136
5 C -0.483
6 O 0.017
7 O 0.125
8 O 0.066
9 H 0.106
10 H 0.133
11 H 0.169
12 H 0.087
13 H 0.085
14 H 0.089
15 H 0.070
16 H 0.086
17 H 0.078


The following is a DFT calculation (ωB97M-V/def2-TZVPD) of C4H9NO3 as an isolated structure.

Positions of all 17 atoms, in Å:
1 C 1.3490 1.2494 1.1010
2 C -0.2149 0.9196 -1.1775
3 O 0.1130 0.7550 0.6538
4 O 0.7964 0.9238 -1.9105
5 H -0.9544 1.7349 -1.1872
6 H 1.2804 0.8248 2.1263
7 H 2.0035 2.0017 1.5574
8 H 1.8679 1.4522 0.1539
9 N -0.6032 -1.7437 1.0474
10 C -0.9358 -0.5268 -1.0443
11 C -1.0984 -0.6512 0.4294
12 O -0.0625 -1.4886 -1.5842
13 H 0.5859 -0.9322 -2.0870
14 H -0.4375 -1.6692 2.0424
15 H 0.1570 -2.1842 0.5308
16 H -1.9033 -0.5027 -1.5549
17 H -1.9432 -0.1628 0.9034

Gap between HOMO and LUMO   8.59 eV
Energy   -11920.3906 eV
HOMO energy   -8.07 eV
Spin multiplicity   1
Energy relative to the best compared isomer or geometry (same formula, charge and spin)   689.96 kJ/mol

Table of Löwdin atomic charges, one value per atom, all in e:
1 C -0.177
2 C -0.289
3 O -0.264
4 O -0.043
5 H 0.138
6 H 0.092
7 H 0.061
8 H 0.086
9 N 0.152
10 C -0.283
11 C -0.092
12 O -0.027
13 H 0.101
14 H 0.121
15 H 0.121
16 H 0.153
17 H 0.151


The following is a DFT calculation (ωB97M-V/def2-TZVPD) of C4H9NO3 in the gas phase.

Positions of all 17 atoms, in Å:
1 O -1.7254 1.8164 -2.3540
2 C -1.4239 1.2385 -1.3224
3 N -0.2733 0.5188 -1.2455
4 C 0.3205 -0.4715 -0.3340
5 C 1.6407 0.0798 0.2530
6 O 1.5426 0.3557 1.6468
7 C -0.6538 -1.0800 0.7087
8 O -1.8395 -0.3663 0.9828
9 H -2.0834 1.3553 -0.4730
10 H 0.2117 0.5604 -2.1272
11 H 0.5848 -1.2925 -0.9916
12 H 2.4549 -0.6099 0.0179
13 H 1.8698 1.0290 -0.2207
14 H 2.0385 -0.2896 2.1706
15 H -0.9376 -2.0352 0.2724
16 H -0.1539 -1.2838 1.6346
17 H -1.5727 0.4750 1.3817

Gap between HOMO and LUMO   9.96 eV
Energy   -11925.4408 eV
SMILES   O=CNC(CO)CO
HOMO energy   -9.54 eV
Spin multiplicity   1
Energy relative to the best compared isomer or geometry (same formula, charge and spin)   202.68 kJ/mol

Table of Löwdin atomic charges, one value per atom, all in e:
1 O 0.003
2 C -0.343
3 N 0.073
4 C -0.247
5 C -0.196
6 O -0.072
7 C -0.197
8 O -0.059
9 H 0.117
10 H 0.138
11 H 0.131
12 H 0.119
13 H 0.116
14 H 0.096
15 H 0.121
16 H 0.104
17 H 0.096